A gas-phase ion, C6H17N5O2S (charge +2), computed with ωB97M-V with the def2-TZVPD basis set.

SMILES   C[NH+](C)CCN(/C=[NH+]\C=[NH2+])[S@@](=N)(=O)[O-]
Frontier orbital gap   0.35711 hartree
Energy above the lowest of the compared OMol25 structures with the same formula, charge and spin   0.995 eV
Net charge   +2

Last columns: bonded neighbours and bond lengths (Å).
Atoms and positions in Å:
1 S -1.280 -1.407 -0.269  O2 1.402, O3 1.419, N5 2.026, N8 1.554
2 O -0.258 -2.106 0.389  S1 1.402
3 O -0.869 -0.908 -1.533  S1 1.419
4 N 1.719 -0.548 -0.540  C9 1.438, C12 1.469, C13 1.491, H22 1.181
5 N -1.113 0.348 0.728  S1 2.026, C11 1.453, C14 1.265
6 N -4.978 0.535 -0.823  C10 1.309, H28 1.014, H29 1.068
7 N -3.381 0.919 0.936  C10 1.346, C14 1.350, H15 1.021
8 N -2.798 -1.697 -0.107  S1 1.554, H25 1.010
9 C 2.839 -0.919 0.283  N4 1.438, H19 1.100, H26 1.154, H30 1.064
10 C -3.777 0.570 -0.302  N6 1.309, N7 1.346, H23 1.154
11 C 0.264 0.473 1.172  N5 1.453, C13 1.489, H18 1.104, H20 1.111
12 C 2.088 -0.516 -1.962  N4 1.469, H17 1.204, H24 1.163, H31 1.123
13 C 1.070 0.705 -0.058  N4 1.491, C11 1.489, H21 1.032, H27 1.144
14 C -2.086 0.905 1.316  N5 1.265, N7 1.350, H16 1.158
15 H -4.082 0.909 1.678  N7 1.021
16 H -1.827 1.633 2.179  C14 1.158
17 H 2.190 -1.650 -2.353  C12 1.204
18 H 0.211 1.470 1.642  C11 1.104
19 H 3.522 -0.064 0.171  C9 1.100
20 H 0.423 -0.470 1.737  C11 1.111
21 H 1.793 1.435 0.032  C13 1.032
22 H 0.953 -1.360 -0.156  N4 1.181
23 H -2.904 0.527 -1.055  C10 1.154
24 H 3.024 0.090 -2.289  C12 1.163
25 H -2.910 -2.528 0.456  N8 1.010
26 H 2.443 -0.994 1.364  C9 1.154
27 H 0.317 1.117 -0.813  C13 1.144
28 H -4.929 0.296 -1.807  N6 1.014
29 H -5.855 0.610 -0.217  N6 1.068
30 H 3.229 -1.895 0.114  C9 1.064
31 H 1.203 -0.221 -2.588  C12 1.123

Atom charges from the natural (NBO) analysis, given in e for atoms 1 to 5: atom 1 (S): 2.394, atom 2 (O): -0.904, atom 3 (O): -0.924, atom 4 (N): -0.439, atom 5 (N): -0.502



2 unconnected molecules or ions with the total composition C6H17NO, computed with ωB97M-V with the def2-TZVPD basis set.

SMILES   CCCCNCC.O
Frontier orbital gap   0.34357 hartree
Energy above the lowest of the compared OMol25 structures with the same formula, charge and spin   0.682 eV

Last columns: bonded neighbours and bond lengths (Å).
Atoms and positions in Å:
1 O -2.929 -1.021 0.564  H14 0.979, H18 0.970
2 N 1.585 -0.915 -0.086  C3 1.476, C4 1.472, H21 1.026
3 C 0.653 -1.093 1.045  N2 1.476, C6 1.522, H24 1.092, H25 1.094
4 C 1.923 0.492 -0.352  N2 1.472, C8 1.519, H10 1.085, H12 1.088
5 C -1.020 2.077 -0.222  C7 1.521, H13 1.088, H19 1.107, H22 1.091
6 C 0.430 -2.576 1.302  C3 1.522, H9 1.096, H15 1.104, H17 1.089
7 C -0.413 1.123 -1.239  C5 1.521, C8 1.528, H11 1.092, H23 1.087
8 C 1.103 1.233 -1.394  C4 1.519, C7 1.528, H16 1.101, H20 1.105
9 H -0.408 -2.948 0.701  C6 1.096
10 H 2.982 0.564 -0.579  C4 1.085
11 H -0.873 1.230 -2.225  C7 1.092
12 H 1.802 1.043 0.579  C4 1.088
13 H -1.063 3.127 -0.501  C5 1.088
14 H -3.778 -0.916 0.088  O1 0.979
15 H 0.106 -2.724 2.347  C6 1.104
16 H 1.388 2.296 -1.403  C8 1.101
17 H 1.352 -3.148 1.199  C6 1.089
18 H -2.736 -0.160 0.966  O1 0.970
19 H -2.100 1.876 -0.084  C5 1.107
20 H 1.345 0.877 -2.413  C8 1.105
21 H 1.153 -1.311 -0.929  N2 1.026
22 H -0.613 2.014 0.789  C5 1.091
23 H -0.751 0.137 -0.931  C7 1.087
24 H 1.189 -0.646 1.884  C3 1.092
25 H -0.328 -0.633 0.896  C3 1.094

Atom charges from the natural (NBO) analysis, given in e for atoms 1 to 5: atom 1 (O): -0.944, atom 2 (N): -0.628, atom 3 (C): -0.216, atom 4 (C): -0.220, atom 5 (C): -0.616



2 unconnected molecules or ions with the total composition C6H17NO, computed with ωB97M-V with the def2-TZVPD basis set.

Multiplicity   2
Frontier orbital gap (spin up / spin down)   0.42334 / 0.26092 hartree
Energy above the lowest of the compared OMol25 structures with the same formula, charge and spin   2.396 eV
Net charge   +1

Last columns: bonded neighbours and bond lengths (Å).
Atoms and positions in Å:
1 O -3.943 0.909 0.534  H10 0.983, H21 1.017
2 N 1.395 -0.420 -0.699  C3 1.550, C5 1.428, C8 1.541
3 C 1.010 -0.779 0.759  N2 1.550, C4 1.560, H16 1.054, H22 1.160
4 C 1.153 0.390 1.782  C3 1.560, C6 1.473, H12 1.151, H15 1.022
5 C 1.625 0.928 -1.109  N2 1.428, H11 1.171, H23 1.113, H24 1.156
6 C -0.168 0.460 2.429  C4 1.473, H9 1.161, H14 1.168, H25 1.128
7 C -0.931 -0.992 -1.772  C8 1.478, H17 1.174, H19 1.142, H20 1.067
8 C 0.542 -1.117 -1.776  N2 1.541, C7 1.478, H13 1.157, H18 1.096
9 H -0.124 1.540 2.852  C6 1.161
10 H -4.176 1.661 -0.053  O1 0.983
11 H 2.562 0.919 -1.812  C5 1.171
12 H 1.890 0.135 2.630  C4 1.151
13 H 0.912 -0.761 -2.813  C8 1.157
14 H -1.050 0.352 1.671  C6 1.168
15 H 1.466 1.296 1.425  C4 1.022
16 H 0.028 -1.160 0.701  C3 1.054
17 H -1.194 -1.469 -2.811  C7 1.174
18 H 0.995 -2.108 -1.667  C8 1.096
19 H -1.186 0.114 -1.646  C7 1.142
20 H -1.524 -1.524 -1.062  C7 1.067
21 H -3.474 0.215 -0.044  O1 1.017
22 H 1.804 -1.593 0.984  C3 1.160
23 H 1.838 1.595 -0.244  C5 1.113
24 H 0.801 1.538 -1.645  C5 1.156
25 H -0.250 -0.130 3.386  C6 1.128

Atom charges from the natural (NBO) analysis, given in e for atoms 1 to 5: atom 1 (O): -0.937, atom 2 (N): 0.035, atom 3 (C): -0.243, atom 4 (C): -0.432, atom 5 (C): -0.514



2 unconnected molecules or ions with the total composition C6H17NO2Si, computed with ωB97M-V with the def2-TZVPD basis set.

SMILES   C/N=[Si](\OC)C(C)C.CO
Frontier orbital gap   0.32760 hartree
Energy above the lowest of the compared OMol25 structures with the same formula, charge and spin   3.253 eV

Last columns: bonded neighbours and bond lengths (Å).
Atoms and positions in Å:
1 Si 0.531 0.686 0.181  O2 1.578, N4 1.612, C5 1.895
2 O 1.541 1.283 -0.873  Si1 1.578, C9 1.427
3 O -2.757 -0.554 0.677  C7 1.350, H22 1.021
4 N -0.871 1.438 0.436  Si1 1.612, C10 1.456
5 C 0.763 -1.124 0.692  Si1 1.895, C6 1.573, C8 1.562, H12 1.154
6 C 2.167 -1.551 1.260  C5 1.573, H15 1.012, H16 1.083, H27 1.094
7 C -3.308 -0.741 -0.542  O3 1.350, H17 1.152, H21 1.140, H23 1.144
8 C 0.459 -1.961 -0.591  C5 1.562, H11 1.135, H20 1.133, H24 1.014
9 C 2.968 1.291 -0.904  O2 1.427, H14 1.108, H18 1.174, H26 1.035
10 C -1.599 2.698 0.361  N4 1.456, H13 1.110, H19 1.160, H25 1.043
11 H -0.382 -1.477 -1.181  C8 1.135
12 H -0.084 -1.268 1.462  C5 1.154
13 H -2.625 2.529 -0.026  C10 1.110
14 H 3.452 1.297 0.092  C9 1.108
15 H 1.870 -2.442 1.637  C6 1.012
16 H 2.869 -1.582 0.436  C6 1.083
17 H -4.459 -0.725 -0.508  C7 1.152
18 H 3.446 0.412 -1.520  C9 1.174
19 H -1.807 3.207 1.382  C10 1.160
20 H -0.055 -2.861 -0.132  C8 1.133
21 H -2.909 -1.522 -1.269  C7 1.140
22 H -2.032 0.161 0.611  O3 1.021
23 H -3.002 0.177 -1.152  C7 1.144
24 H 1.291 -2.157 -1.135  C8 1.014
25 H -1.048 3.378 -0.205  C10 1.043
26 H 3.213 2.238 -1.244  C9 1.035
27 H 2.371 -0.830 2.057  C6 1.094

Atom charges from the natural (NBO) analysis, given in e for atoms 1 to 5: atom 1 (Si): 2.080, atom 2 (O): -0.911, atom 3 (O): -0.785, atom 4 (N): -1.232, atom 5 (C): -0.676



Number 1: calculated total energy -1060.5496 a.u.. Number 2: calculated total energy -368.7758 a.u.. Number 3: calculated total energy -368.4055 a.u.. Number 4: calculated total energy -733.4592 a.u..